Entry 1:
Computed, not measured: a cluster of 2 separate species, C9H19INO2 in total at a distorted geometry, with ωB97M-V/def2-TZVPD.

Each line ends with the natural charge from an NBO analysis.
Atoms and positions in Å:
C  2.97827  -1.56384  1.12288  -0.449
N  1.89610  -1.61336  0.08258  -0.288
C  -0.87148  1.08693  -0.94498  0.483
C  2.43850  -1.48242  -1.28613  -0.424
H  0.36983  -0.63564  1.41705  0.233
I  -2.52348  -1.25157  0.64764  0.269
H  -3.52101  1.82512  -0.48086  0.221
H  1.81248  -1.51193  -2.16220  0.258
H  3.76342  -0.74145  1.05828  0.256
H  -3.63854  2.63101  1.74996  0.209
O  -0.45080  1.34695  -2.13401  -0.584
C  1.02740  -0.53089  0.54030  -0.314
H  1.63349  0.44387  0.39505  0.222
H  1.86612  -3.83385  0.01111  0.245
H  3.09533  -0.63157  -1.43642  0.246
H  -2.55998  4.06286  1.33785  0.208
H  1.03352  -2.97905  1.42744  0.231
H  3.62822  -2.47676  1.21044  0.244
C  -1.18247  -0.40044  -0.70742  0.157
H  -4.18797  3.89015  0.60424  0.232
H  0.30899  -2.91973  -0.11541  0.230
C  -3.30360  3.32661  0.93354  -0.603
H  -0.78837  -0.42433  -2.46285  0.520
C  -2.69085  2.52739  -0.20568  -0.404
H  -2.54492  3.18798  -1.07217  0.215
H  3.14154  -2.41442  -1.40074  0.231
C  -1.28225  2.09750  0.09109  -0.519
H  2.48608  -1.51163  2.17352  0.249
C  1.23192  -2.93221  0.36282  -0.397
H  -0.77951  3.04439  -0.09522  0.270
H  -1.29667  1.49208  1.12324  0.230
O  -1.08930  -1.10775  -1.78493  -0.678

Values from the calculation:
- molecular weight (g/mol) = 300.2
- total charge = +1
- ΔE to the lowest compared entry with this formula, charge and spin (kcal/mol) = 0.0
- highest occupied orbital energy (spin up / spin down) (eV) = -12.4 / -11.6
- gap between HOMO and LUMO (spin up / spin down) (Eh) = 0.303 / 0.275

***

Entry 2:
Computed, not measured: a cluster of 4 separate species, C33H64F4IN5O8S in total, with ωB97M-V/def2-TZVPD.

Each line ends with the Mulliken charge.
Atoms and positions in Å:
H  6.96246  4.30375  2.91541  0.331
C  -9.42060  -3.30504  3.09079  0.574
H  4.96931  8.36683  0.54162  0.417
C  -0.57072  -2.75423  -0.47001  0.164
H  -6.22027  -2.99606  -0.85564  0.473
N  -8.15260  -3.43191  0.87255  0.062
H  0.80693  -5.36679  1.75286  0.468
H  3.22980  2.41425  0.89751  0.436
H  -8.40609  -3.55561  -0.11627  0.674
H  4.39963  2.59290  -1.27997  -0.104
F  -8.21648  -2.94892  3.56334  -0.195
H  8.76356  6.74350  2.49798  0.301
H  0.30264  -6.11224  -2.97929  0.397
N  -1.51650  -5.45780  -0.79189  0.499
H  2.23673  0.22415  1.88992  0.481
H  8.93838  5.02699  -0.82729  0.401
O  -8.76346  -0.82289  0.68446  -0.504
C  -1.18924  -3.22626  -1.78124  -1.667
C  2.61180  2.50288  -2.50684  -1.453
C  7.48226  3.11228  0.60207  -2.032
H  0.51254  1.28549  -3.68022  0.372
H  7.84586  6.34008  3.92912  0.387
N  6.55527  5.37061  0.41626  0.378
N  1.94040  0.35438  -1.48992  0.724
C  7.84483  6.25985  2.84073  -0.486
C  1.44490  0.75747  -3.85952  -2.001
O  5.45428  4.73275  0.50583  -0.452
H  7.48932  8.67640  0.45204  0.351
H  5.72869  6.58654  2.78695  0.374
H  0.51993  -2.82076  -0.50965  0.062
H  4.26521  1.01097  -3.93224  0.366
H  1.61244  -1.01231  0.78461  0.323
C  0.54312  -5.44937  0.69808  -1.917
H  3.32274  3.94235  -1.07289  0.367
H  -10.63874  -2.30659  -0.82570  0.395
H  4.29350  0.09326  1.00829  0.495
H  -7.65244  -1.04207  2.43456  0.656
H  1.04931  -5.23371  -1.66429  0.294
C  6.42660  6.82645  0.77109  1.611
H  4.25800  6.81100  1.00466  0.361
H  4.76209  0.57028  -0.60352  0.326
F  -10.34026  -3.92514  1.02447  -0.437
H  -6.76282  0.38364  0.09043  0.243
H  8.35563  2.53498  0.90976  0.472
H  -3.02538  -4.75968  -3.01555  0.338
O  -7.82124  -4.68306  1.40501  -0.387
H  1.61129  2.94635  -2.47842  0.351
H  4.48530  0.15250  -2.41937  0.319
H  -1.62318  -4.69324  -4.09601  0.416
H  8.40195  7.29077  -0.11646  0.272
H  -2.25290  -2.96318  -1.77521  0.322
H  -1.25924  -5.59022  2.59062  0.408
C  -0.93273  -5.06874  0.54231  1.921
C  5.02156  7.28574  0.39474  -2.006
C  7.82409  4.78670  2.44378  -1.248
O  -6.65262  -2.21710  -0.47405  -0.594
C  -9.86742  -1.59697  1.11886  -0.216
C  9.05292  4.97446  0.25618  -1.991
C  0.33631  -5.14687  -2.47268  -1.591
O  -2.77809  -5.65699  -0.74402  -0.644
H  7.33467  2.97408  -0.46997  0.454
C  -1.70573  -5.82020  1.62179  -1.795
H  1.22428  -0.30502  -3.96510  0.404
H  9.46325  5.91499  0.61115  0.427
H  -7.40247  -5.20853  0.70080  0.375
H  1.22099  -4.79812  0.15465  0.355
N  -6.60028  -0.00612  1.01045  -0.485
C  2.68248  2.18684  -0.02100  -1.637
H  8.71815  4.27144  2.80434  0.398
C  -7.51952  -1.01776  1.35053  -0.491
I  -5.28292  -3.02648  1.96732  0.333
C  2.60082  0.66587  -0.16973  1.988
H  -10.79009  -0.58104  -0.49454  0.491
C  3.77779  0.35225  -3.21279  -1.551
H  3.57295  -0.59691  -3.71072  0.395
O  -13.24020  -0.51802  0.17731  -0.602
F  -9.63788  -4.57803  3.36460  -0.223
C  1.73749  0.06163  0.93331  -1.790
H  6.66321  8.04759  2.51504  0.424
S  -12.56921  -1.73277  0.50711  0.951
H  -0.66944  -3.24270  1.64344  0.460
H  9.79240  4.20528  0.48119  0.458
H  -6.54239  0.72293  1.70635  0.291
C  -9.46933  -3.04014  1.53693  0.580
H  4.81024  7.06806  -0.65203  0.467
C  3.34212  2.86188  -1.21743  0.197
O  -12.53967  -2.26757  1.83728  -0.528
H  -13.02406  -2.70617  -0.31501  0.176
F  -10.33852  -2.57036  3.69224  -0.217
H  6.60881  2.72631  1.12048  0.375
H  1.87900  1.11556  -4.79562  0.425
H  7.02531  7.85269  -1.03757  0.404
O  0.66554  0.34635  -1.42264  -0.648
C  6.61934  6.98023  2.28740  -1.239
H  -2.05656  -6.20909  -3.28956  0.477
C  3.99672  0.04538  -0.04004  -1.928
H  0.71683  -6.47970  0.38564  0.370
H  0.72328  -4.40965  -3.17682  0.359
C  -6.96646  -2.37389  0.84826  0.135
H  -2.75472  -5.53379  1.64048  0.277
C  -1.07632  -4.73623  -2.03627  1.808
H  3.99033  -1.00291  -0.34327  0.301
H  3.12133  2.93421  -3.37158  0.452
H  -2.20185  -3.39194  0.76678  -0.212
H  -0.79611  -1.69570  -0.33443  0.337
H  -0.74197  -2.69800  -2.62582  0.365
C  7.40473  7.70003  -0.02629  -1.485
H  -10.33388  -1.12562  1.98804  0.582
C  -1.12377  -3.55915  0.70066  -0.906
C  -2.01470  -5.12654  -3.17332  -1.855
H  -1.65294  -6.89732  1.46272  0.455
H  0.75282  0.51931  0.97125  0.398
C  -10.85823  -1.57398  -0.04647  -1.092
H  1.66989  2.58513  0.10114  0.349
C  2.46270  0.99334  -2.74840  1.631
C  7.73318  4.58128  0.92902  1.904

Values from the calculation:
- molecular weight (g/mol) = 893.9
- total charge = +1
- highest occupied orbital energy (spin up / spin down) (eV) = -9.2 / -10.4
- spin multiplicity = 4
- <S²> = 3.762
- gap between HOMO and LUMO (spin up / spin down) (Eh) = 0.212 / 0.259

***

Entry 3:
Computed, not measured: a structure of composition C32H37F6FeN9O7, with ωB97M-V/def2-TZVPD.

Each line ends with the Mulliken charge.
Atoms and positions in Å:
H  0.18151  -4.31424  -2.21560  0.354
C  -1.17211  -3.11638  4.21750  0.336
C  -2.21654  -3.77530  4.88183  -0.730
H  1.21592  2.79734  0.62939  0.216
O  -0.99196  -1.29442  -1.72138  -0.899
C  0.69965  2.93464  -4.56353  0.231
N  0.14208  -3.15194  4.64667  0.312
O  1.84000  -0.29678  1.18256  -0.608
N  -4.38727  -0.21107  0.25746  -0.619
F  -1.07140  3.57951  -3.19571  -0.341
F  1.98771  0.19531  -1.86979  -0.256
H  -4.58894  0.66134  0.72977  0.172
H  -7.75852  -4.72530  5.88925  0.434
F  -5.05072  -2.77393  2.85153  -0.488
C  0.89852  -1.77570  2.80550  -0.709
C  0.02969  2.80206  -3.36241  0.289
C  -0.39630  -1.86638  2.20833  0.150
N  -6.55092  -6.41667  5.53680  -0.119
C  -3.51217  -3.70252  4.40289  -1.396
H  -2.72199  -1.05481  -0.49652  -0.349
N  -0.28090  1.64530  1.51841  0.978
H  -0.03380  -4.76624  5.94876  0.404
H  -4.75375  -6.69626  6.56813  0.382
F  3.26092  0.45377  -4.21819  -0.327
H  -2.04036  -4.34516  5.78369  0.543
H  -2.24378  1.76406  0.91141  -0.001
H  1.74156  1.86399  2.02862  0.291
H  1.57449  -4.11303  5.77235  0.527
H  -1.54312  3.33662  1.33376  0.356
H  -6.91245  -6.53040  4.58585  0.411
H  2.30304  2.29235  -5.85060  0.492
C  -3.78362  -2.87698  3.30821  0.291
C  -1.46660  -2.40588  3.05105  1.313
H  -5.06875  -0.31211  -0.48949  0.223
C  0.42500  1.86923  -2.37454  -0.116
N  -3.05135  -0.12919  -0.25326  -0.021
H  -6.32862  -4.24027  3.94321  0.390
H  0.91837  -2.05932  7.04073  0.337
C  0.32342  -2.96981  7.11380  -1.044
H  0.74723  3.33739  2.26505  0.360
C  -0.66630  -3.63737  -2.13433  -1.368
C  1.08522  -2.42523  3.98177  0.003
C  -2.91925  -4.34003  -1.31553  0.466
N  -3.60585  -4.84599  -0.20748  0.046
C  2.19546  1.23651  -3.96675  0.070
C  0.52739  -3.83438  5.87934  -1.074
H  -1.61024  0.61316  2.75104  0.104
H  -0.72228  -2.67958  7.22557  0.283
O  -3.49224  -4.06494  -2.34179  -0.650
C  -1.67004  -5.12756  1.07763  0.699
C  -0.19479  -2.26542  -1.65222  0.852
O  0.94826  -2.19687  -1.16047  -0.680
F  0.23526  3.84844  -5.44093  -0.336
C  0.92400  2.45966  1.62158  -1.172
H  -0.60369  3.64392  -0.74968  0.729
H  -3.01545  -1.64047  1.76193  0.196
H  0.09047  -4.42219  0.13554  0.380
H  -1.97670  2.66231  -1.17558  0.387
C  -1.01995  2.63553  -0.63943  -1.411
Fe  0.25534  -0.14143  -0.19610  1.154
C  -2.78422  -2.24345  2.63271  -0.009
C  -5.89355  -4.13381  4.94637  -0.543
H  -3.30374  -6.21228  4.58904  0.580
O  -3.82190  -5.75266  1.87846  -0.723
N  -1.56201  -4.20885  -1.11261  0.101
H  -4.60287  -4.93495  -0.33965  0.253
F  -1.05414  -5.56234  2.19404  -0.515
H  -4.72603  -6.08266  3.56014  0.484
C  -5.10272  -6.83229  5.54567  -1.147
N  -0.10226  1.64362  -1.15100  0.821
H  0.63166  -3.50760  8.01092  0.401
H  -6.32389  -4.87378  6.94245  0.365
H  0.06262  0.70956  3.35407  0.367
N  -4.50172  -4.54218  5.00538  0.223
H  -5.05150  -7.88228  5.26529  0.419
C  -0.97925  -4.58123  0.07115  -0.211
H  -3.00470  0.40692  -1.11538  0.356
O  3.13448  -1.07246  2.84124  -0.837
H  -5.98648  -3.08667  5.22817  0.547
H  -0.99988  2.12971  3.45740  0.400
H  -7.10705  -7.01604  6.14479  0.347
C  2.07861  -0.98245  2.21426  -0.231
C  -6.69773  -4.96589  5.92440  -1.010
C  -3.10457  -5.28780  1.00616  0.107
C  -0.73119  1.25557  2.83914  -1.384
C  1.79280  2.16990  -4.90845  -0.644
O  -0.66432  -1.60289  1.03205  0.905
H  -1.18962  -3.56772  -3.08326  0.441
C  -1.34293  2.37250  0.83118  -0.683
C  1.54147  1.09748  -2.77266  0.102
C  -4.35431  -5.93110  4.58898  -0.379
H  2.08038  -2.40818  4.41200  0.644

Values from the calculation:
- molecular weight (g/mol) = 829.5
- total charge = 0
- highest occupied orbital energy (spin up / spin down) (eV) = -5.8 / -5.9
- spin multiplicity = 5
- <S²> = 6.008
- gap between HOMO and LUMO (spin up / spin down) (Eh) = 0.152 / 0.157

***

Entry 4:
Computed, not measured: a cluster of 2 separate species, C2H4NO2 in total at a distorted geometry, with ωB97M-V/def2-TZVPD.

Each line ends with the natural charge from an NBO analysis.
Atoms and positions in Å:
H  0.30008  0.55394  -1.39545  0.230
H  -0.55084  0.05784  1.45697  0.223
C  0.41501  0.63292  -0.29423  -0.456
O  4.07493  0.58168  0.33256  0.004
H  0.96905  1.56738  0.11680  0.208
H  -0.82914  -0.84352  -0.15290  0.209
O  2.26405  -0.47756  -0.30491  0.043
C  -0.39390  -0.11177  0.39136  -0.260
N  3.26230  -0.06916  -0.05574  0.799

Values from the calculation:
- molecular weight (g/mol) = 74.1
- total charge = +1
- ΔE to the lowest compared entry with this formula, charge and spin (kcal/mol) = 155.4
- highest occupied orbital energy (spin up / spin down) (eV) = -15.0 / -15.0
- gap between HOMO and LUMO (spin up / spin down) (Eh) = 0.270 / 0.269